# 1
The following is a DFT calculation (wB97M-V/def2-TZVPD) of an isolated ion of composition C5H6BrN3O4P and charge -1 at a distorted geometry.

Net charge = -1
Molar mass = 283.00 g mol⁻¹
SMILES string = [H]/N=C\C[C@@](N=C=O)(NP(O)Br)C(=O)[O-]
Orbital gap = 0.2864 hartree

Last column: Löwdin charge in e.
Cartesian coordinates (Å):
H (0.895843, 1.799173, 1.925114)  0.045
N (0.021029, 2.280041, 2.239614)  0.060
C (-0.838597, 2.178809, 1.243009)  -0.225
C (-0.579391, 1.501141, -0.187091)  -0.101
C (0.143436, 0.038645, -0.108539)  -0.467
N (-0.081152, -0.584161, 1.250995)  0.132
C (-1.291817, -1.105003, 1.298924)  -0.167
O (-2.549550, -1.156732, 1.268479)  0.065
N (-0.481489, -0.788821, -1.188892)  -0.232
P (0.440088, -2.258500, -1.541426)  0.568
O (0.942663, -3.049068, -0.110325)  -0.393
Br (-1.148580, -3.679682, -2.433852)  0.100
C (1.710051, 0.303353, -0.424729)  -0.534
O (2.656232, -0.220612, 0.297187)  -0.113
O (2.146045, 1.122869, -1.489856)  -0.213
H (-1.874914, 2.675773, 1.401927)  0.103
H (-1.617567, 1.292729, -0.670897)  0.114
H (-0.046486, 2.232633, -0.887756)  0.117
H (-0.462057, -0.250690, -2.085825)  0.092
H (1.680275, -2.555483, 0.326845)  0.046

Atomic forces in eV per Å
H -0.597 0.352 0.454
N -1.610 -0.740 -3.232
C 1.125 0.467 1.019
C -1.495 -0.181 0.414
C 0.441 2.052 -0.996
N -5.040 -2.816 -0.558
C -1.983 4.100 -1.307
O 7.168 -0.790 0.793
N 0.584 -0.498 0.541
P 1.893 -0.164 0.052
O -1.153 1.218 -1.104
Br -0.065 0.238 0.722
C 6.200 1.903 -1.948
O -4.014 0.432 -1.201
O -3.989 -3.382 4.220
H 1.703 -0.899 -0.339
H 1.593 0.391 0.931
H -0.306 -1.292 1.083
H 0.127 -0.521 0.966
H -0.582 0.130 -0.511


# 2
The following is a DFT calculation (wB97M-V/def2-TZVPD) of an isolated ion of composition C5H6N and charge +1 at a distorted geometry.

Net charge = +1
Molar mass = 80.11 g mol⁻¹
Energy above the lowest of the compared OMol25 structures with the same formula, charge and spin = 4.441 eV
SMILES string = C#[N+]C=C1CC1
Orbital gap = 0.3752 hartree

Last column: Löwdin charge in e.
Cartesian coordinates (Å):
C (2.814182, 0.588085, -0.189769)  0.320
N (2.013130, -0.244708, -0.023712)  0.184
C (0.665593, -1.021668, -0.009803)  0.020
C (-0.427470, -0.332942, -0.036619)  -0.228
C (-1.941832, -0.325767, -0.028061)  -0.009
C (-1.106278, 0.978698, 0.105580)  -0.017
H (3.622977, 1.190057, -0.182121)  0.092
H (0.947375, -2.096612, 0.076242)  0.140
H (-2.536069, -0.591582, -0.864501)  0.098
H (-2.239100, -0.985750, 0.938444)  0.179
H (-0.855736, 1.359679, 1.039774)  0.101
H (-0.956777, 1.482510, -0.825452)  0.120

Atomic forces in eV per Å
C -4.519 -5.009 0.988
N 0.241 2.593 -0.595
C 2.971 -1.140 0.138
C -1.718 0.253 -0.605
C 1.791 -1.604 3.934
C 0.131 -2.978 -1.520
H 2.363 2.013 -0.209
H -0.713 1.106 -0.376
H -0.099 0.136 -0.913
H 0.248 2.244 -2.097
H -0.239 1.340 1.374
H -0.454 1.046 -0.118


# 3
The following is a DFT calculation (wB97M-V/def2-TZVPD) of C6H29AlN12O9P as an isolated structure at a distorted geometry.

Net charge = -1
Molar mass = 471.33 g mol⁻¹
Orbital gap = 0.2621 hartree

Last column: Löwdin charge in e.
Cartesian coordinates (Å):
O (-2.609345, 3.673570, 1.406844)  -0.485
P (-4.086363, 3.115458, 1.714871)  0.522
O (-3.997282, 2.325266, 3.264254)  -0.319
O (-5.131900, 4.525864, 1.679022)  -0.327
Al (-4.630818, 1.716712, -0.067287)  0.135
H (-4.901411, 2.047083, 3.605801)  0.060
H (-6.023054, 4.337394, 2.095911)  0.053
H (-5.591953, 0.514630, 0.299321)  -0.186
H (-3.298873, 1.135193, -0.753243)  -0.141
H (-5.305253, 2.668757, -1.182188)  -0.162
C (-0.664025, -0.786677, 0.119011)  -0.725
O (-1.201013, -0.564059, -0.954626)  -0.016
N (0.098006, -1.873081, 0.339763)  0.154
N (-0.786455, 0.034469, 1.177479)  0.175
H (0.548282, -2.073488, 1.216802)  0.088
H (0.215923, -2.517237, -0.431279)  0.073
H (-1.351886, 0.864150, 1.053768)  0.086
H (-0.352011, -0.131902, 2.069491)  0.073
C (-1.682017, -4.085876, -2.360656)  -0.731
O (-0.911727, -4.269901, -1.431466)  0.021
N (-2.682116, -4.935861, -2.655660)  0.152
N (-1.599509, -3.016671, -3.172826)  0.167
H (-3.326362, -4.801363, -3.416558)  0.102
H (-2.779356, -5.753972, -2.068646)  0.117
H (-0.860322, -2.351925, -2.985465)  0.104
H (-2.224395, -2.847928, -3.942987)  0.102
C (-0.603841, 7.067618, 2.260107)  -0.732
O (0.105150, 7.462843, 1.348110)  -0.003
N (-1.491463, 6.067886, 2.110574)  0.153
N (-0.561014, 7.596641, 3.496200)  0.130
H (-2.083855, 5.728655, 2.849562)  0.087
H (-1.555456, 5.641988, 1.195226)  0.090
H (0.093843, 8.351910, 3.651504)  0.099
H (-1.136826, 7.284740, 4.259918)  0.091
C (-0.771279, -7.198332, -5.175761)  -0.723
O (-0.976002, -7.876751, -4.181555)  0.021
N (-0.682173, -5.856651, -5.135126)  0.161
N (-0.616650, -7.731784, -6.400972)  0.140
H (-0.514100, -5.281026, -5.942910)  0.098
H (-0.792792, -5.414959, -4.231789)  0.076
H (-0.676641, -8.738858, -6.475752)  0.108
H (-0.447453, -7.189638, -7.231368)  0.093
C (2.845072, -0.440247, 2.888114)  -0.712
O (1.709754, -0.444921, 3.337157)  0.017
N (3.924657, -0.729106, 3.636949)  0.157
N (3.118107, -0.145629, 1.604261)  0.164
H (4.867169, -0.730455, 3.285129)  0.093
H (3.763130, -0.956473, 4.609347)  0.109
H (2.333480, 0.077838, 1.006090)  0.110
H (4.046223, -0.136513, 1.216156)  0.063
C (6.367533, 1.564750, 0.910282)  -0.712
O (6.279555, 0.347522, 0.875310)  0.010
N (7.536176, 2.214147, 0.761099)  0.149
N (5.303664, 2.365572, 1.101316)  0.167
H (7.628558, 3.215601, 0.786879)  0.099
H (8.361982, 1.648399, 0.615085)  0.111
H (4.404540, 1.916901, 1.218182)  0.088
H (5.356190, 3.369728, 1.133218)  0.106

Atomic forces in eV per Å
O -4.782 -1.635 1.518
P 4.099 2.251 -0.275
O -1.885 1.190 -0.704
O -0.073 -1.905 1.739
Al -0.084 -0.754 -1.757
H 1.577 0.428 -0.848
H 1.459 0.169 -0.796
H -0.404 -0.190 0.485
H 0.053 0.162 0.476
H -0.188 0.248 0.228
C -0.484 0.404 -0.150
O 0.225 -0.224 -0.560
N 1.097 -1.257 -0.256
N -0.315 1.059 0.612
H -0.149 0.119 -0.032
H -0.246 -0.044 0.332
H 0.043 -0.134 0.008
H 0.094 -0.033 -0.057
C 0.212 0.460 0.554
O 0.282 -0.171 0.070
N -0.909 -1.280 0.058
N 0.721 0.744 -0.866
H 0.117 0.017 0.188
H 0.037 0.270 -0.272
H -0.466 0.084 0.149
H 0.013 0.050 0.278
C -0.541 -0.846 -0.880
O 0.489 0.410 -0.204
N -0.017 0.068 -0.415
N 0.546 1.209 1.627
H 0.084 -0.185 -0.341
H -0.226 -0.235 0.480
H -0.303 -0.338 -0.042
H 0.106 0.014 -0.219
C -0.139 -0.165 0.924
O -0.037 -0.110 -0.068
N 0.016 1.247 0.367
N 0.115 -1.124 -1.354
H 0.005 -0.126 0.176
H 0.055 -0.100 -0.293
H 0.031 0.427 0.014
H -0.028 -0.100 0.192
C -0.528 0.065 -0.028
O -0.316 -0.135 0.154
N 0.879 -0.378 1.274
N -0.216 0.594 -1.282
H -0.133 0.036 -0.092
H 0.056 0.098 -0.412
H 0.124 -0.156 0.135
H 0.183 -0.261 0.010
C -0.344 0.034 0.043
O -0.119 -0.561 0.092
N 1.520 0.161 -0.204
N -1.038 0.294 0.166
H -0.062 -0.209 -0.011
H -0.317 0.257 0.049
H 0.144 0.273 0.043
H -0.033 -0.191 -0.017